Entry 1:
# C39H88O21S5

A cluster of 11 separate species, C39H88O21S5 in total in a non-equilibrium geometry (ωB97M-V/def2-TZVPD, the OMol25 dataset).

Structure (XYZ):
```
153
Properties=species:S:1:pos:R:3:mulliken_charge:R:1
C -5.413 2.582 -1.784 -0.0926
C -5.169 3.682 -2.807 -0.6037
C -3.657 3.839 -2.790 -0.3883
O -3.446 3.864 -1.379 -0.3459
C -4.190 2.769 -0.824 0.5258
H -5.540 1.638 -2.314 -0.1988
H -6.360 2.911 -1.354 0.3171
H -5.710 4.623 -2.705 0.3256
H -5.511 3.267 -3.755 0.2976
H -3.422 4.817 -3.211 0.3290
H -3.038 3.066 -3.244 0.1364
H -4.583 3.009 0.164 0.0982
H -3.492 1.942 -0.689 -0.3514
C -0.948 -3.902 0.321 0.7114
C -2.221 -4.664 0.342 -0.6047
C -2.038 -5.816 -0.633 -0.4828
O -0.862 -5.416 -1.429 -0.5868
C -0.522 -4.046 -1.157 0.4513
H -0.198 -4.391 0.942 0.1772
H -0.923 -2.883 0.707 -0.5665
H -2.923 -3.936 -0.065 0.1658
H -2.603 -4.938 1.326 0.4834
H -2.871 -5.820 -1.337 0.2086
H -1.836 -6.803 -0.216 0.3584
H -1.174 -3.526 -1.859 -0.6504
H 0.484 -3.844 -1.526 0.2931
C -0.475 0.743 -0.068 0.5405
C 0.321 -0.112 0.821 0.7667
C 1.294 -0.830 -0.197 0.5344
O 0.544 -0.952 -1.395 -0.2081
C -0.655 -0.131 -1.345 -0.5270
H 0.059 1.654 -0.339 -0.1009
H -1.485 0.830 0.332 0.1295
H -0.297 -0.851 1.331 -0.8492
H 0.892 0.275 1.666 -0.0519
H 1.657 -1.805 0.129 -0.1843
H 2.217 -0.262 -0.318 -0.1896
H -1.398 -0.927 -1.402 0.1491
H -0.683 0.513 -2.224 0.4163
C -0.986 -1.783 4.236 0.8391
C -1.909 -2.963 4.091 -0.7393
C -1.364 -4.044 5.034 -0.4954
O -0.391 -3.460 5.894 -0.4383
C -0.353 -2.074 5.668 -0.6719
H -1.319 -0.754 4.102 0.3358
H -0.186 -2.029 3.538 -0.6754
H -2.248 -3.296 3.110 0.2297
H -2.766 -2.597 4.656 0.3384
H -0.902 -4.647 4.252 0.2275
H -2.176 -4.653 5.432 0.4004
H 0.670 -1.782 5.903 0.2724
H -0.967 -1.486 6.350 0.3910
C 1.760 3.707 -2.354 -0.4679
C 2.619 4.187 -1.299 0.0865
C 3.846 4.562 -2.043 -0.4039
O 3.771 4.016 -3.327 -0.2880
C 2.732 3.136 -3.363 0.0872
H 1.321 4.595 -2.810 0.3006
H 0.896 3.108 -2.066 0.1736
H 2.736 3.292 -0.688 -0.2401
H 2.300 5.010 -0.659 0.4371
H 4.705 4.323 -1.416 0.2099
H 3.989 5.640 -2.115 0.3404
H 3.073 2.178 -2.970 -0.1338
H 2.424 2.820 -4.360 0.3655
C 1.156 1.696 4.219 0.7700
C 2.329 2.483 3.986 -0.0655
C 1.934 3.807 4.532 -0.5596
O 0.720 3.649 5.312 -0.4175
C 0.612 2.289 5.556 -0.6270
H 1.201 0.618 4.067 -0.0349
H 0.352 1.897 3.510 -0.4666
H 2.606 2.471 2.932 -0.1438
H 3.082 1.936 4.553 0.2954
H 1.749 4.472 3.687 0.3559
H 2.838 4.173 5.018 0.3082
H -0.417 1.959 5.697 0.3631
H 1.137 2.030 6.476 0.3131
O 4.035 0.902 1.344 -0.1244
S 5.323 1.227 0.744 0.8669
O 5.593 2.614 0.353 -0.6443
O 6.612 0.528 1.511 -0.1545
C 7.908 0.915 1.129 -0.1469
C 8.894 0.693 2.245 -1.3426
C 5.410 0.163 -0.792 -0.2657
H 7.966 1.964 0.838 0.3156
H 8.218 0.284 0.297 0.2863
H 9.943 0.637 1.952 0.3800
H 8.629 -0.227 2.767 0.3019
H 8.781 1.506 2.962 0.3383
H 4.585 0.438 -1.449 -0.0590
H 5.179 -0.881 -0.578 -0.1448
H 6.342 0.025 -1.341 0.4426
O -2.297 -2.986 -3.933 -0.3024
S -2.188 -3.854 -5.083 1.1184
O -3.299 -4.122 -5.995 -0.6638
O -0.958 -3.356 -6.062 -0.4076
C -0.452 -2.114 -5.870 -0.5138
C 0.489 -1.928 -4.720 -0.0971
C -1.535 -5.487 -4.669 -1.0063
H -1.257 -1.379 -5.891 0.2668
H 0.182 -1.897 -6.730 0.3760
H 0.135 -2.425 -3.817 -0.2682
H 0.522 -0.883 -4.413 0.1714
H 1.502 -2.286 -4.904 0.3974
H -1.147 -5.917 -5.593 0.4085
H -2.273 -6.143 -4.208 0.3551
H -0.695 -5.325 -3.994 0.1804
O 3.320 -3.802 0.367 -0.4874
S 4.701 -3.539 0.728 1.0523
O 5.738 -3.299 -0.283 -0.6464
O 4.679 -2.118 1.650 -0.1467
C 3.992 -2.037 2.873 -0.7550
C 2.572 -2.447 3.074 -0.2499
C 5.375 -4.744 1.934 -0.9645
H 4.125 -1.022 3.248 0.3351
H 4.532 -2.675 3.573 0.4565
H 1.952 -2.001 2.296 -0.3527
H 2.186 -1.970 3.974 0.2546
H 2.328 -3.509 3.112 0.2981
H 4.539 -4.963 2.598 0.3095
H 6.116 -4.258 2.570 0.3353
H 5.790 -5.581 1.373 0.4033
O -1.017 6.960 3.380 -0.6194
S -2.362 6.777 2.774 1.1557
O -3.003 7.810 1.899 -0.6011
O -2.429 5.323 2.119 -0.2921
C -1.875 4.114 2.752 -0.2040
C -2.727 2.833 2.403 -0.5625
C -3.453 6.444 4.208 -0.8864
H -1.716 4.179 3.829 0.4481
H -0.923 3.956 2.243 0.1859
H -3.815 2.850 2.467 0.5070
H -2.450 1.837 2.749 0.1326
H -2.550 2.606 1.352 -0.1855
H -3.966 5.525 3.925 0.2257
H -4.097 7.323 4.243 0.4058
H -2.746 6.338 5.031 0.3188
O -6.928 0.735 -6.373 -0.6308
S -5.670 0.078 -5.936 1.1343
O -4.517 0.894 -5.856 -0.5539
O -5.943 -0.624 -4.388 -0.4815
C -4.863 -1.436 -3.996 0.0947
C -4.857 -1.555 -2.455 -0.5809
C -5.368 -1.364 -6.997 -0.4943
H -3.955 -1.067 -4.473 0.2304
H -4.998 -2.428 -4.427 0.3553
H -3.952 -2.091 -2.169 -0.0574
H -5.776 -2.033 -2.115 0.3590
H -4.785 -0.568 -1.997 0.0070
H -4.434 -1.804 -6.647 -0.0251
H -5.085 -0.980 -7.977 0.3840
H -6.228 -2.007 -6.812 0.3201
```

Results
2S+1: 2
Largest force on an atom: 0.0838 hartree/bohr
Calculated total energy: -139023.6106 eV
HOMO level (alpha / beta): -0.42248 / -0.41631 hartree
Charge: +1
Frontier orbital gap (alpha / beta): 9.40 / 2.47 eV

Entry 2:
# C39H91BN5O19

A cluster of 9 separate species, C39H91BN5O19 in total in a non-equilibrium geometry (ωB97M-V/def2-TZVPD, the OMol25 dataset).

Structure (XYZ):
```
155
Properties=species:S:1:pos:R:3:mulliken_charge:R:1
O 0.632 2.013 -1.532 -0.5283
C 0.918 1.076 -0.860 1.1398
O 0.108 0.071 -0.517 0.1549
B 0.841 -0.916 0.230 0.8376
O 2.110 -0.225 0.627 -0.9603
C 2.182 0.899 -0.044 0.1415
O 3.110 1.650 -0.131 -0.7947
O 1.180 -2.076 -0.687 -0.3368
C 0.843 -3.194 -0.088 0.5327
O 0.873 -4.307 -0.532 -0.7395
C 0.208 -2.821 1.287 0.3778
O 0.183 -1.487 1.404 -0.4913
O -0.342 -3.626 1.965 -0.5634
C 1.824 5.752 -3.324 -0.9707
C 2.967 4.908 -3.954 0.7870
C 2.873 3.473 -3.440 -0.7343
O 2.897 4.974 -5.367 -0.6127
H 1.055 5.049 -3.009 -0.0058
H 1.429 6.389 -4.118 0.3883
H 2.163 6.464 -2.572 0.3094
H 3.934 5.343 -3.689 0.0564
H 2.666 3.407 -2.369 0.1657
H 3.764 2.907 -3.703 0.3287
H 1.914 3.076 -3.796 -0.0069
H 2.527 4.153 -5.705 0.3206
C 4.284 -3.017 -2.107 -0.3642
C 4.569 -4.080 -1.076 0.4993
C 4.322 -3.711 0.395 -1.1797
O 3.780 -5.247 -1.398 -0.6627
H 3.399 -2.441 -1.805 -0.2180
H 4.147 -3.319 -3.142 0.4008
H 5.055 -2.239 -2.081 0.0312
H 5.625 -4.353 -1.128 0.3226
H 3.779 -4.571 0.794 0.4069
H 3.739 -2.812 0.606 0.0466
H 5.211 -3.643 1.026 0.4008
H 2.863 -4.927 -1.395 0.3276
C -0.738 3.725 1.194 -0.6327
C 0.210 4.904 0.926 0.8515
C -0.219 5.701 -0.293 -1.0191
O 0.375 5.691 2.091 -0.6182
H -0.185 2.847 1.527 0.1618
H -1.216 3.377 0.268 -0.1209
H -1.635 3.931 1.782 0.4760
H 1.235 4.569 0.757 -0.0887
H -0.294 5.096 -1.199 0.0866
H 0.551 6.455 -0.473 0.2506
H -1.204 6.168 -0.198 0.4207
H -0.449 6.098 2.377 0.3529
C 6.187 4.529 -2.065 -0.5817
O 6.129 3.717 -0.929 -0.2144
C 7.346 3.141 -0.538 -0.5073
C 6.987 2.061 0.506 -1.0973
N 6.035 1.091 -0.006 0.0101
C 6.485 0.276 -1.112 0.5239
C 7.696 -0.560 -0.721 -0.6489
O 7.812 -1.600 -1.694 -0.2980
C 8.814 -2.549 -1.316 -0.7950
H 5.332 5.204 -2.018 0.0394
H 6.112 3.952 -2.996 0.2641
H 7.111 5.122 -2.054 0.3957
H 8.055 3.913 -0.216 0.4822
H 7.816 2.637 -1.397 0.3801
H 6.434 2.607 1.276 0.4162
H 7.809 1.574 1.029 0.4022
H 5.133 1.529 -0.140 0.2250
H 6.717 0.841 -2.033 0.1258
H 5.680 -0.352 -1.496 -0.4121
H 7.448 -1.092 0.203 0.3783
H 8.583 0.078 -0.671 0.3159
H 8.641 -3.495 -1.823 0.2485
H 8.807 -2.701 -0.234 0.3368
H 9.754 -2.089 -1.639 0.3044
C -3.194 1.204 -1.374 0.3636
O -4.540 0.943 -0.904 -0.4873
C -5.410 1.983 -1.316 -0.7945
C -5.796 1.974 -2.771 -0.4243
N -6.032 0.617 -3.241 -0.4097
C -6.149 0.508 -4.699 -0.6048
C -5.589 -0.846 -5.115 -0.7554
O -4.313 -1.058 -4.543 -0.2367
C -3.563 -2.051 -5.184 -0.6327
H -3.121 0.818 -2.399 -0.4002
H -2.603 0.493 -0.803 -0.0112
H -2.875 2.244 -1.410 0.2531
H -5.083 2.976 -0.988 0.3993
H -6.293 1.780 -0.695 0.3634
H -4.944 2.467 -3.279 0.2422
H -6.631 2.637 -3.005 0.4889
H -5.185 0.104 -3.017 0.3473
H -5.641 1.351 -5.187 0.3464
H -7.179 0.612 -5.053 0.3531
H -5.613 -0.992 -6.204 0.5044
H -6.273 -1.673 -4.885 0.3655
H -3.890 -3.071 -4.973 0.3483
H -2.567 -1.990 -4.727 -0.0198
H -3.306 -1.820 -6.223 0.3560
C -6.248 -0.399 11.270 -0.7025
O -5.229 -1.075 10.594 -0.3282
C -3.953 -0.509 10.709 -0.4631
C -3.680 0.784 9.961 -0.6851
N -3.700 0.648 8.507 -0.3257
C -2.528 -0.019 7.944 -0.4163
C -2.648 -0.172 6.426 -0.4058
O -1.848 -1.285 6.067 -0.3309
C -1.953 -1.596 4.686 -0.5305
H -6.322 0.671 11.031 0.2731
H -6.070 -0.413 12.353 0.3023
H -7.255 -0.765 11.082 0.2881
H -3.274 -1.235 10.257 0.3270
H -3.644 -0.369 11.754 0.3479
H -2.724 1.246 10.219 0.4132
H -4.464 1.483 10.286 0.2665
H -4.538 0.099 8.326 0.3032
H -2.382 -1.009 8.383 0.2317
H -1.657 0.615 8.120 0.2047
H -2.254 0.704 5.908 0.2662
H -3.685 -0.434 6.188 0.2425
H -1.299 -2.411 4.381 0.2472
H -1.609 -0.729 4.116 0.2846
H -2.971 -1.890 4.421 0.1913
C -2.013 -6.934 0.692 -1.3738
C -3.462 -6.618 1.025 0.4197
C -3.410 -5.542 2.106 -0.6643
O -4.742 -5.244 2.486 -0.4256
C -4.860 -3.976 3.129 -0.6645
N -4.167 -6.092 -0.169 -0.6238
H -1.426 -7.300 1.541 0.3711
H -1.513 -5.997 0.433 0.3072
H -1.871 -7.681 -0.090 0.4072
H -4.036 -7.474 1.388 0.2229
H -2.964 -4.697 1.565 0.1495
H -2.844 -5.790 3.006 0.4908
H -4.198 -4.074 4.005 0.2728
H -5.832 -3.698 3.524 0.3470
H -4.423 -3.238 2.451 0.2539
H -4.184 -5.082 -0.113 0.2681
H -3.655 -6.429 -0.972 0.2669
C -1.327 1.242 -6.191 -1.8617
C -1.247 1.000 -4.704 1.6589
C -0.302 -0.170 -4.340 -0.4124
O 1.017 0.293 -4.561 -0.3068
C 1.959 -0.536 -3.930 -0.8033
N -0.831 2.277 -4.056 -0.6915
H -0.329 1.477 -6.570 0.3281
H -1.915 2.142 -6.385 0.4548
H -1.757 0.411 -6.751 0.3325
H -2.233 0.863 -4.252 -0.8628
H -0.582 -1.126 -4.794 0.7462
H -0.527 -0.366 -3.282 0.0459
H 2.018 -1.562 -4.297 0.4161
H 1.825 -0.596 -2.843 0.0009
H 2.956 -0.087 -3.975 0.3774
H 0.123 2.413 -4.412 0.1646
H -0.513 2.048 -3.102 0.2106
```

Results
Largest force on an atom: 0.0497 hartree/bohr
Calculated total energy: -88949.5004 eV
HOMO level: -0.23613 hartree
Charge: -1
Frontier orbital gap: 8.57 eV

Entry 3:
# C39H91FN7O17PS2

A cluster of 5 separate species, C39H91FN7O17PS2 in total in a non-equilibrium geometry (ωB97M-V/def2-TZVPD, the OMol25 dataset).

Structure (XYZ):
```
158
Properties=species:S:1:pos:R:3:mulliken_charge:R:1
C 6.021 -0.767 -1.291 -0.4785
O 6.337 0.410 -2.008 -0.3678
C 6.114 0.240 -3.424 -0.3749
C 5.207 1.409 -3.915 -0.9732
C 3.928 1.444 -3.007 -0.1109
C 2.620 1.905 -3.762 -0.2562
C 2.261 1.116 -5.051 -1.4137
C 1.059 0.102 -5.021 1.3651
P 0.284 0.312 -6.762 1.0825
O -0.458 1.833 -6.899 -0.5888
O -0.741 -0.933 -7.159 -0.4620
S 1.638 0.368 -8.189 -0.4225
C -0.113 0.432 -4.021 -1.4499
O -1.391 0.359 -4.678 -0.8126
C -0.240 -0.333 -2.676 1.3161
C 0.748 0.112 -1.533 0.0504
C 0.394 1.484 -0.858 -0.6137
N 1.588 2.257 -0.410 -0.5836
C -1.682 -0.017 -2.080 -1.3789
O -2.638 -1.042 -2.484 -0.1310
N -3.787 -0.414 -2.883 0.1427
O -4.432 -1.222 -3.463 -0.3938
O -0.223 -1.770 -2.687 -0.1689
S 0.325 -2.498 -4.036 1.7093
O -0.770 -2.841 -4.984 -0.8001
O 0.916 -3.792 -3.585 -0.5691
C 1.581 -1.390 -4.772 -1.0774
N 2.656 -1.306 -3.747 0.0005
C 2.226 -2.090 -6.021 -0.8518
C 3.042 -3.386 -5.723 -0.5120
F 2.439 -4.472 -6.339 -0.3578
H 4.936 -0.833 -1.020 0.0889
H 6.296 -1.708 -1.813 0.2789
H 6.565 -0.779 -0.320 0.2864
H 5.633 -0.748 -3.587 0.1361
H 7.124 0.233 -3.885 0.3773
H 5.010 1.403 -5.004 0.4289
H 5.782 2.342 -3.712 0.4154
H 3.793 0.517 -2.421 -0.4969
H 4.108 2.247 -2.254 0.6894
H 1.833 2.009 -2.992 -0.2044
H 2.860 2.952 -4.068 0.4356
H 3.142 0.553 -5.427 0.2721
H 2.074 1.873 -5.847 0.6659
H -0.346 2.323 -6.074 0.3952
H -1.529 -0.588 -7.598 0.3600
H -0.025 1.514 -3.768 1.2178
H -1.664 -0.571 -4.756 0.6001
H 0.700 -0.704 -0.775 0.7032
H 1.804 0.162 -1.859 -1.1706
H -0.273 1.390 0.020 0.3114
H -0.102 2.110 -1.641 0.2349
H 1.710 3.046 -1.036 0.3479
H 2.432 1.696 -0.489 0.2164
H -1.673 -0.104 -0.969 0.4879
H -2.028 1.001 -2.318 0.4139
H 3.560 -1.215 -4.189 0.2182
H 2.609 -2.090 -3.103 0.3231
H 2.956 -1.357 -6.432 0.3277
H 1.458 -2.233 -6.812 0.5218
H 4.053 -3.282 -6.169 0.3943
H 3.145 -3.637 -4.654 0.1767
C -1.063 -8.341 2.023 -0.6892
O -0.976 -9.206 0.904 -0.3328
C -2.054 -9.071 -0.018 -0.7990
C -1.610 -8.378 -1.301 -0.1470
N -1.320 -6.965 -1.078 -0.2917
C -0.592 -6.310 -2.170 -0.5064
C 0.774 -6.880 -2.574 -0.5483
O 1.803 -6.692 -1.611 -0.4127
C 1.792 -7.612 -0.536 -0.5643
H -0.351 -8.693 2.770 0.2311
H -0.791 -7.316 1.755 0.2837
H -2.064 -8.354 2.462 0.3333
H -2.913 -8.563 0.431 0.4034
H -2.369 -10.086 -0.274 0.3987
H -2.405 -8.465 -2.048 0.3606
H -0.732 -8.918 -1.673 0.1498
H -0.775 -6.869 -0.233 0.1126
H -0.440 -5.273 -1.863 0.1688
H -1.240 -6.283 -3.052 0.3956
H 1.100 -6.327 -3.458 0.3284
H 0.721 -7.930 -2.884 0.3562
H 1.474 -8.610 -0.847 0.2921
H 1.158 -7.244 0.274 0.1487
H 2.807 -7.683 -0.141 0.3188
C -1.152 7.674 3.012 -0.7022
O 0.109 7.028 2.984 -0.3376
C 0.593 6.643 4.268 -0.8913
C 0.520 5.133 4.465 0.1928
N -0.860 4.673 4.591 -0.3706
C -1.028 3.224 4.463 -0.9776
C -0.559 2.543 3.173 -0.3643
O -1.334 2.849 2.022 -0.4037
C -1.034 4.093 1.413 -0.6259
H -1.308 8.141 2.040 0.2313
H -1.962 6.956 3.173 0.2949
H -1.188 8.449 3.781 0.3380
H 0.077 7.174 5.073 0.4353
H 1.645 6.938 4.300 0.3335
H 1.069 4.863 5.370 0.2356
H 1.024 4.670 3.609 0.1141
H -1.426 5.121 3.884 0.1430
H -2.099 3.028 4.569 0.3471
H -0.534 2.744 5.314 0.3952
H -0.677 1.466 3.322 0.4688
H 0.507 2.700 2.972 0.3017
H 0.029 4.337 1.471 0.2592
H -1.636 4.888 1.858 0.2755
H -1.315 4.030 0.360 0.3175
C -6.815 2.495 -1.056 -0.5945
O -7.302 1.628 -2.065 -0.3981
C -6.739 0.318 -2.026 -0.7314
C -7.748 -0.707 -1.522 -0.0098
N -8.029 -0.532 -0.100 -0.3703
C -9.206 -1.257 0.383 -0.7359
C -10.566 -0.966 -0.264 -0.4512
O -11.099 0.317 0.024 -0.4323
C -10.565 1.376 -0.750 -0.4891
H -7.105 3.511 -1.323 0.2388
H -7.260 2.263 -0.084 0.2856
H -5.725 2.451 -0.982 0.2253
H -5.817 0.287 -1.440 0.2828
H -6.483 0.062 -3.055 0.3874
H -7.349 -1.712 -1.687 0.4121
H -8.653 -0.595 -2.130 0.1314
H -8.163 0.450 0.094 0.0996
H -9.294 -1.028 1.449 0.3780
H -9.004 -2.331 0.308 0.3951
H -11.278 -1.677 0.163 0.3520
H -10.571 -1.153 -1.344 0.3424
H -10.335 1.068 -1.773 0.2738
H -9.677 1.790 -0.267 0.1222
H -11.309 2.173 -0.790 0.3128
C 6.589 4.693 8.667 -0.6998
O 6.834 3.771 7.617 -0.3257
C 7.034 2.431 8.055 -0.8207
C 5.839 1.548 7.716 -0.1443
N 4.674 1.886 8.528 -0.3227
C 3.413 1.312 8.053 -0.8402
C 2.941 1.649 6.634 -0.4912
O 2.529 2.995 6.449 -0.3653
C 3.581 3.926 6.261 -0.2808
H 6.701 5.697 8.260 0.2326
H 5.568 4.597 9.049 0.2882
H 7.302 4.565 9.485 0.3346
H 7.275 2.383 9.121 0.3947
H 7.901 2.054 7.505 0.3927
H 6.107 0.502 7.892 0.3970
H 5.638 1.673 6.646 0.1335
H 4.571 2.890 8.560 0.0943
H 2.639 1.652 8.746 0.3899
H 3.470 0.223 8.155 0.4131
H 2.049 1.046 6.445 0.3385
H 3.665 1.358 5.864 0.3740
H 4.417 3.504 5.698 0.2916
H 3.922 4.309 7.225 0.0819
H 3.185 4.774 5.701 0.1363
```

Results
SMILES string: COCCCCC[C@]1(P(O)(O)=S)[C@@H](O)[C@@](CCN)(CON=O)OS(=O)(=O)[C@@]1(N)CCF.COCCNCCOC.COCCNCCOC.COCCNCCOC.COCCNCCOC
Largest force on an atom: 0.1250 hartree/bohr
Calculated total energy: -120823.1821 eV
HOMO level: -0.30476 hartree
Charge: 0
Frontier orbital gap: 8.23 eV